The following is a quantum chemistry calculation of a 15-piece molecular cluster, C85H175N5O35 overall, from OMol25.

Computed properties:
orbital gap = 0.32726 hartree
max |F| = 3.9 eV Å⁻¹
HOMO = -8.41 eV
LUMO = 0.491 eV
net charge = 0

XYZ file:
```
300
Properties=species:S:1:pos:R:3:forces:R:3:lowdin_charge:R:1
C 26.478952 18.146761 15.380443 0.3 0.3 2.0 -0.011
C 25.991886 17.170894 16.541773 1.5 1.5 -1.2 -0.485
C 25.477871 18.118147 17.620020 -2.4 -1.1 0.3 -0.129
C 24.758578 17.307929 18.743393 1.7 0.7 0.2 -0.179
C 23.651331 16.537233 18.111224 -1.7 1.2 -0.3 -0.160
C 24.019234 15.598273 16.990939 0.3 0.0 -0.3 -0.473
N 24.934173 16.333502 15.995043 -1.0 -0.8 1.4 -0.061
O 25.454832 15.402397 15.070715 -0.2 0.3 -0.3 -0.028
C 24.552050 14.288092 17.581244 0.8 0.7 0.1 -0.015
C 22.722461 15.312268 16.224137 0.0 -0.8 0.0 -0.020
C 27.238648 16.437692 17.134006 -1.2 -0.9 -0.6 -0.009
H 25.651021 18.578558 14.847980 -0.6 0.1 0.0 0.059
H 27.169007 17.771480 14.656891 0.4 -0.8 -0.4 0.063
H 27.021181 18.952890 15.934470 -0.3 -0.4 -0.6 0.089
H 26.321435 18.647887 17.983320 0.7 0.6 0.5 0.107
H 24.705172 18.842459 17.270516 0.7 -0.4 -0.3 0.118
H 24.395195 18.050737 19.482511 0.2 -0.7 -0.1 0.113
H 25.552506 16.666017 19.177121 -0.8 0.3 0.3 0.085
H 23.112851 17.318009 17.553605 -0.4 0.1 0.3 0.103
H 22.870014 16.101099 18.798097 1.1 0.1 -0.5 0.132
H 24.752670 13.576413 16.783091 0.6 -0.1 0.1 0.081
H 25.360565 14.431948 18.355016 -0.5 -0.3 -1.2 0.102
H 23.735283 13.870745 18.119894 -0.8 -0.5 0.6 0.071
H 21.868086 15.010811 16.854828 0.6 0.4 0.1 0.087
H 22.441837 16.147204 15.588865 0.0 0.2 0.1 0.072
H 22.893586 14.455130 15.590674 0.1 -0.3 -0.6 0.086
H 28.112405 17.036489 17.167764 0.7 1.0 -0.1 0.070
H 27.511623 15.605730 16.462083 0.0 0.0 0.6 0.083
H 27.062533 16.121557 18.167320 0.0 -0.4 -0.4 0.069
H 26.088319 14.855604 15.547380 0.1 -0.2 0.1 0.066
C 21.369320 13.818385 28.341589 3.5 -0.8 1.4 0.000
C 22.848836 14.348649 27.963260 -2.1 -0.5 0.0 -0.444
C 22.581084 15.474807 26.927522 0.8 -0.4 0.4 -0.117
C 23.864411 16.327614 26.766433 -1.1 0.5 -1.1 -0.154
C 24.206711 16.915316 28.123641 1.9 -0.5 -0.9 -0.154
C 24.549427 15.864324 29.142469 1.0 0.9 1.2 -0.524
N 23.455692 14.897039 29.210205 -0.1 0.0 -1.1 -0.091
O 23.755941 13.887000 30.112712 0.1 -1.1 0.6 -0.025
C 25.976535 15.320450 28.894947 0.0 0.2 0.5 -0.035
C 24.673280 16.615941 30.519385 1.0 0.7 -0.5 -0.034
C 23.575411 13.179206 27.231805 1.3 -1.2 1.9 -0.031
H 20.859476 14.587351 28.933373 -0.2 -0.4 -0.5 0.071
H 21.544803 12.872580 28.928129 -0.4 1.1 0.0 0.093
H 20.999221 13.450276 27.424277 -1.2 0.3 -1.0 0.039
H 22.332477 14.902767 26.027778 -0.1 0.6 -0.1 0.096
H 21.669174 15.972351 27.282324 0.4 0.5 -0.3 0.093
H 23.784125 17.203398 26.100061 -0.7 -0.2 -0.1 0.100
H 24.569531 15.723961 26.172415 0.3 0.0 1.0 0.095
H 23.377630 17.527751 28.441312 -0.2 0.4 0.2 0.109
H 25.161594 17.487140 28.059620 -0.9 0.2 -0.1 0.128
H 26.129158 14.548255 29.626795 0.3 -0.5 0.5 0.065
H 26.146270 14.855715 27.938239 0.0 0.2 -0.6 0.063
H 26.745806 16.105031 29.122707 -0.8 -0.6 -0.5 0.100
H 24.902280 15.959774 31.345230 -0.3 -0.4 0.2 0.068
H 25.540766 17.374471 30.553836 -1.3 -1.0 -0.6 0.107
H 23.762665 17.172259 30.685771 -0.3 0.0 0.3 0.068
H 24.669724 13.309128 27.377813 -0.4 -0.1 -0.4 0.075
H 23.400938 13.115246 26.169461 -0.2 0.3 -0.3 0.043
H 23.366519 12.125534 27.644632 0.0 1.6 -0.3 0.108
H 24.326340 13.200902 29.699658 -0.3 0.6 0.0 0.102
C 14.648368 12.242259 22.938579 0.0 0.6 1.5 -0.002
C 15.888921 12.287775 24.015422 -1.5 0.3 -0.5 -0.443
C 16.673547 13.621102 23.938833 0.5 0.0 -1.1 -0.139
C 15.945744 14.827087 24.503179 -0.1 0.0 0.3 -0.170
C 15.606378 14.479117 25.968166 -1.4 1.4 -0.4 -0.142
C 14.716908 13.222192 26.084550 1.2 1.4 2.1 -0.532
N 15.490155 12.185289 25.441539 -0.8 -1.9 -0.8 -0.079
O 14.819062 10.928443 25.709741 1.2 0.1 0.4 -0.021
C 14.731417 12.921077 27.624114 0.1 -1.1 1.3 -0.037
C 13.301839 13.515794 25.647726 -0.6 1.8 -1.4 -0.032
C 16.851175 11.159125 23.623309 -0.2 0.4 0.4 -0.016
H 13.860351 11.487694 23.113619 0.7 -0.2 0.4 0.073
H 15.006960 12.020160 21.941448 0.3 0.3 -0.2 0.057
H 14.032350 13.160872 22.960952 0.7 -0.2 -0.4 0.056
H 17.703467 13.526471 24.387992 -1.2 -0.1 -0.4 0.121
H 16.777315 13.792146 22.864514 0.5 0.0 -0.2 0.106
H 15.047412 15.035104 23.847157 0.7 -0.1 1.0 0.124
H 16.575396 15.750048 24.454940 -0.4 -0.8 0.1 0.094
H 15.017664 15.336569 26.397098 0.6 -0.7 -0.1 0.130
H 16.492395 14.310921 26.589211 0.1 0.2 -0.4 0.106
H 14.518793 13.804916 28.263662 0.0 -0.2 -0.8 0.087
H 14.011210 12.130075 27.968470 0.4 0.7 -0.7 0.089
H 15.721710 12.533588 28.020576 -0.9 0.5 -0.9 0.082
H 12.762546 14.280170 26.272220 0.9 -0.7 -0.3 0.110
H 13.238577 13.917906 24.596793 0.2 -0.3 1.0 0.076
H 12.687547 12.658840 25.633117 -0.7 -1.2 0.2 0.061
H 17.554754 11.082213 24.454548 0.4 0.0 -0.4 0.069
H 17.308928 11.428358 22.645840 0.0 -0.3 0.8 0.097
H 16.376568 10.180553 23.554757 -0.2 0.1 -0.2 0.085
H 14.116197 10.776848 25.080393 -0.4 0.3 -0.6 0.069
C 21.513911 17.328640 23.386757 0.9 2.3 -1.6 -0.009
C 20.416844 17.190305 22.315096 -0.6 0.1 -0.4 -0.483
C 19.207235 16.495541 22.916335 -0.4 -0.3 0.2 -0.112
C 17.907089 16.669012 22.090347 0.2 2.0 2.1 -0.101
C 17.667666 18.226681 21.917179 0.0 -2.4 -0.3 -0.101
C 18.793506 18.929957 21.263538 0.3 -0.4 -0.1 -0.521
N 19.963760 18.553970 22.089944 0.4 1.3 -0.6 -0.069
O 21.051214 19.238863 21.483521 0.8 1.6 0.6 -0.064
C 18.858687 18.629831 19.787248 -0.7 -0.4 -1.1 -0.009
C 18.653945 20.422206 21.363900 -0.1 0.6 2.7 -0.010
C 20.921630 16.462691 21.039510 -1.1 -1.8 0.8 0.009
H 22.350332 18.011130 23.023784 -1.2 -0.6 0.2 0.107
H 22.040793 16.468448 23.595695 0.7 -2.5 0.5 0.026
H 21.181493 17.736354 24.321247 -0.6 0.3 0.4 0.071
H 19.498462 15.472057 23.119684 -0.2 -0.5 -0.1 0.104
H 19.120433 16.951152 23.895381 -0.6 0.1 0.4 0.093
H 16.984438 16.349752 22.596496 0.6 -0.3 0.2 0.086
H 17.952526 16.095187 21.207910 0.1 -0.2 -1.5 0.062
H 17.446257 18.685281 22.850125 0.0 0.2 1.2 0.109
H 16.779000 18.312329 21.364964 -1.3 0.4 -1.1 0.109
H 18.004870 19.092318 19.234082 0.4 -0.2 0.7 0.099
H 19.730469 19.045227 19.299476 0.4 0.0 0.1 0.062
H 18.773526 17.570823 19.591776 0.2 -0.4 -0.2 0.072
H 19.133484 20.703660 22.337586 -0.2 0.1 -0.7 0.105
H 19.099475 20.932115 20.554453 0.6 0.6 -0.8 0.053
H 17.633246 20.767559 21.495953 -0.4 -0.2 -0.3 0.079
H 21.291341 17.148309 20.310714 0.5 0.4 -0.5 0.059
H 20.132144 15.783539 20.545235 1.0 1.2 0.7 0.089
H 21.698561 15.778983 21.418434 0.1 0.2 -0.6 0.068
H 21.143015 20.070925 22.021774 0.1 -1.1 -0.7 0.106
C 18.658331 16.627799 27.010520 1.5 -0.5 -0.3 -0.021
C 18.505252 17.320271 28.395555 0.4 0.1 -0.6 -0.484
C 19.834693 17.965524 28.842224 0.0 -0.2 0.2 -0.125
C 20.245788 19.138155 27.979813 0.2 -0.4 -0.1 -0.193
C 19.170626 20.162545 28.023358 -1.1 1.1 0.6 -0.155
C 17.781524 19.613280 27.618996 0.9 0.0 0.1 -0.496
N 17.519952 18.420577 28.414800 -0.1 -1.1 -0.2 -0.086
O 16.267302 17.909275 28.002833 -0.9 0.8 2.9 -0.012
C 16.794799 20.647472 28.167861 -0.8 0.3 0.1 -0.040
C 17.727154 19.398799 26.069184 -0.2 0.1 0.8 -0.003
C 18.109079 16.231441 29.410944 -0.9 0.3 -0.2 -0.020
H 17.715374 16.337393 26.540845 0.0 0.3 0.0 0.059
H 19.144580 15.654716 27.194538 -0.1 0.2 0.0 0.078
H 19.349489 17.123419 26.258454 -1.0 -0.4 1.0 0.072
H 19.756961 18.333751 29.891930 -0.2 -0.3 -0.6 0.143
H 20.625135 17.222422 28.827337 0.1 -0.4 0.1 0.095
H 20.427120 18.877895 26.924864 -0.1 -0.3 0.2 0.102
H 21.198461 19.495885 28.334653 0.4 0.4 0.2 0.108
H 19.396376 20.976547 27.359528 0.1 0.5 -0.6 0.083
H 19.000730 20.708088 28.987411 0.6 -0.9 -0.3 0.136
H 17.071447 21.672934 27.894888 0.0 -0.2 -0.2 0.082
H 15.753190 20.460646 27.869586 0.3 0.0 -0.1 0.082
H 16.810811 20.600956 29.277738 0.1 -0.1 -0.7 0.099
H 18.445371 18.690246 25.615700 -0.5 0.4 0.6 0.061
H 16.708537 19.149631 25.751792 0.2 0.1 -0.1 0.087
H 18.001077 20.372099 25.717379 -0.1 0.7 -0.8 0.054
H 18.985987 15.613692 29.606611 -0.1 0.1 0.2 0.064
H 17.298350 15.550501 29.045104 0.6 0.7 0.2 0.088
H 17.738892 16.752732 30.311266 0.3 -0.5 -0.2 0.096
H 16.313244 17.570652 27.144164 0.5 -0.8 -2.4 0.027
C 24.351280 23.783907 23.270106 -1.6 0.3 -0.8 -0.068
C 25.283898 23.282430 22.178779 0.9 0.1 0.0 -0.184
O 24.608566 23.114540 20.895470 0.7 1.1 1.0 0.026
C 24.162872 21.894167 20.575771 0.6 1.0 0.6 -0.625
O 24.486150 20.875302 21.123118 -0.4 -0.5 -0.2 0.125
O 23.355100 22.111284 19.558392 -1.4 -1.7 -1.2 0.004
C 22.723424 20.897269 18.984858 -0.7 0.7 -0.3 0.014
H 24.833752 23.657338 24.229116 0.2 0.4 0.3 0.071
H 23.397693 23.198335 23.333797 0.9 0.2 -0.3 0.060
H 24.001962 24.837310 23.084731 0.7 -0.8 0.3 0.097
H 25.686203 22.307908 22.447709 0.0 0.0 0.1 0.092
H 26.184774 23.981898 22.089548 -1.4 -0.8 -0.4 0.147
H 21.677938 21.139686 18.613644 1.5 0.3 0.1 0.083
H 22.496973 20.189557 19.767879 0.5 -0.4 0.3 0.065
H 23.388353 20.492645 18.191996 -0.6 0.2 0.5 0.096
C 23.068976 16.582916 12.427337 -0.6 0.0 -0.4 -0.056
C 23.203896 18.064586 12.544611 1.6 0.8 0.7 -0.202
O 23.186748 18.450872 13.954241 -0.2 0.3 0.1 0.015
C 21.959728 18.569774 14.466739 0.7 -0.4 0.2 -0.618
O 20.932717 18.402172 13.854677 -0.3 0.1 0.0 0.090
O 22.052160 18.855460 15.776122 -1.3 -0.2 -0.3 -0.014
C 20.796792 18.598446 16.519419 1.0 -0.2 0.1 0.009
H 22.090324 16.314185 12.865505 0.5 -0.3 -0.3 0.079
H 23.909585 16.086092 12.937503 -0.4 0.1 -0.2 0.082
H 23.077575 16.379263 11.339135 0.0 -0.4 0.6 0.092
H 22.457911 18.683757 12.094516 -0.6 -0.1 -0.7 0.109
H 24.198441 18.377270 12.150010 -0.6 0.0 0.5 0.135
H 19.865826 18.803384 15.994090 0.4 0.2 -0.4 0.086
H 20.883108 19.236919 17.376706 -0.1 0.3 0.4 0.058
H 20.814891 17.555144 16.845220 -0.1 0.1 -0.1 0.080
C 16.961832 23.251151 19.814984 -1.9 1.6 1.9 -0.059
C 16.645442 22.347259 18.702110 -2.0 1.3 -1.1 -0.217
O 17.320665 22.811335 17.508990 0.0 -0.8 -0.1 0.051
C 18.544455 22.314959 17.310293 0.5 -0.5 0.7 -0.594
O 19.200129 21.663535 18.109055 -0.5 0.4 -0.5 0.083
O 18.933863 22.657378 16.097855 0.6 -0.2 -0.7 0.016
C 20.294441 22.333243 15.662743 0.0 1.5 1.3 0.017
H 16.260749 23.021651 20.657755 0.4 0.1 -0.6 0.083
H 16.796680 24.318724 19.574802 0.4 -0.5 0.1 0.106
H 17.930031 23.044732 20.241399 0.3 0.1 -0.4 0.034
H 15.536217 22.164990 18.451103 1.7 0.9 0.3 0.156
H 17.013811 21.471732 19.076925 1.1 -3.0 0.0 0.067
H 20.350065 21.458940 15.061101 -0.3 -1.0 -0.2 0.075
H 20.989622 22.286750 16.526988 -0.6 -0.1 -0.5 0.097
H 20.552325 23.185096 15.043178 0.2 0.0 -0.1 0.094
C 21.545505 22.948281 26.052657 -0.9 0.0 1.5 -0.052
C 21.065948 21.822892 25.184575 -0.5 -0.2 -0.4 -0.217
O 21.471210 21.993071 23.813191 0.0 -0.1 0.0 -0.020
C 20.645436 22.770018 23.062765 2.2 -1.7 0.5 -0.669
O 19.710517 23.374240 23.443639 -1.8 1.2 0.7 0.160
O 21.121359 22.683582 21.849536 -0.1 0.2 -1.2 -0.008
C 20.508095 23.581183 20.900227 0.8 -0.1 0.0 0.015
H 21.031841 22.880473 27.070231 0.6 0.1 -1.3 0.104
H 21.363064 23.944283 25.650533 -0.1 -0.1 -0.1 0.084
H 22.595108 22.806839 26.220505 0.7 0.2 0.1 0.060
H 19.977156 21.783241 25.094571 0.1 -0.3 0.7 0.107
H 21.527470 20.878897 25.541060 -0.6 0.4 -0.5 0.123
H 20.966116 24.559529 21.090946 -0.8 0.1 0.0 0.116
H 19.415664 23.498430 20.916316 0.7 0.4 0.3 0.070
H 20.903364 23.250911 19.952237 -0.1 -0.2 -0.3 0.082
C 25.651142 17.257807 22.000447 -2.3 0.1 1.1 -0.038
C 24.718014 16.036804 22.039622 -1.3 1.9 0.1 -0.205
O 25.476656 14.871797 22.203698 0.6 -1.3 -0.2 0.046
C 25.315529 14.102531 23.274047 0.3 -1.0 -1.4 -0.596
O 24.716481 14.380809 24.254197 -1.0 0.5 1.8 0.125
O 25.876671 12.911986 23.014578 0.1 -0.5 0.1 0.003
C 25.804515 11.823456 23.986966 -2.5 0.8 -0.3 0.001
H 26.324360 17.075530 21.233960 1.3 0.1 -1.6 0.043
H 26.208108 17.509482 22.886706 0.0 -0.4 0.7 0.062
H 24.993806 18.117721 21.800665 0.4 0.0 -0.3 0.073
H 24.218369 15.989057 21.025561 0.5 -0.2 1.1 0.118
H 23.899508 16.159781 22.813458 1.2 -0.4 -0.7 0.110
H 25.237712 10.971039 23.548704 0.9 0.5 -0.2 0.106
H 25.191880 12.079788 24.869457 0.5 0.4 -0.3 0.078
H 26.792375 11.611937 24.262175 1.3 -0.6 0.3 0.072
C 16.794164 13.541259 19.315317 -0.2 0.2 -0.2 -0.043
C 18.286062 13.768271 19.524330 0.2 -0.3 -0.5 -0.203
O 18.841297 14.753409 18.629251 -0.1 -0.2 -0.4 0.003
C 19.142246 14.325723 17.389163 0.0 0.3 -0.2 -0.580
O 19.061487 13.199182 16.961037 -0.1 0.7 0.4 0.138
O 19.568640 15.408552 16.700810 -0.5 -0.8 0.3 -0.062
C 19.433319 15.305170 15.257191 -1.5 0.9 1.2 -0.001
H 16.223981 14.407601 19.620947 -0.1 0.3 0.5 0.072
H 16.457665 12.673276 19.880028 0.0 0.0 0.1 0.067
H 16.445718 13.410142 18.289929 0.7 -0.3 -0.2 0.085
H 18.877146 12.856101 19.400603 -0.2 0.0 0.1 0.126
H 18.484893 14.195578 20.505127 -0.1 -0.2 0.1 0.088
H 19.726123 16.306066 14.976447 -0.1 0.2 -0.6 0.071
H 18.348383 15.112065 15.044976 1.2 0.0 -0.2 0.115
H 20.108418 14.599082 14.855854 0.5 -1.0 -0.4 0.081
C 15.334571 19.917683 16.194390 2.2 0.6 0.4 -0.026
C 16.641568 19.116677 16.063185 0.7 0.3 0.3 -0.169
O 16.842045 18.559275 14.724013 -0.1 0.5 1.0 0.017
C 16.604816 17.262692 14.623792 -0.8 -1.5 0.4 -0.654
O 16.135771 16.529633 15.470881 0.2 0.8 -0.1 0.106
O 16.891421 16.761170 13.439536 1.1 -0.1 -1.0 -0.021
C 17.783074 17.519952 12.524932 -1.6 -0.1 0.8 0.016
H 15.193854 20.598918 15.355671 -0.2 -0.2 0.0 0.090
H 15.488223 20.542817 17.084713 -0.2 -0.1 -0.2 0.051
H 14.527740 19.271415 16.418090 -1.0 -0.6 -0.3 0.068
H 16.671439 18.331344 16.837058 -0.1 0.0 -0.6 0.122
H 17.580148 19.701837 16.225489 -1.0 0.0 -0.2 0.117
H 18.526534 18.045584 13.168576 -0.2 -0.5 -1.2 0.086
H 17.067959 18.191784 12.030212 0.8 0.3 0.0 0.093
H 18.100919 16.769507 11.779289 0.4 0.5 0.7 0.102
C 24.577948 20.398699 24.539758 1.5 0.6 0.5 -0.040
C 25.686886 20.600411 25.634292 0.4 -0.3 -0.1 -0.128
O 26.951500 21.256256 25.171127 -1.2 -1.2 -0.7 -0.001
C 27.665531 20.462186 24.338672 -0.4 0.3 1.5 -0.562
O 27.479314 19.258363 24.246473 0.7 1.6 -0.6 0.088
O 28.621960 21.258308 23.791624 -2.0 -1.8 0.8 -0.022
C 29.513162 20.513985 22.962475 1.5 0.7 1.6 -0.033
H 24.187256 21.283707 24.051539 0.1 0.4 0.3 0.045
H 23.792626 19.917666 25.048317 -1.3 -0.5 0.8 0.045
H 24.818624 19.730321 23.737122 0.7 -0.4 -0.3 0.053
H 25.949426 19.577316 26.098240 -0.4 1.8 -0.6 0.136
H 25.373331 21.347615 26.395952 0.0 -0.8 -0.4 0.120
H 29.354115 20.971388 22.017599 0.5 -0.1 -1.2 0.080
H 29.283085 19.437278 22.984952 0.3 0.5 0.0 0.095
H 30.488540 20.816728 23.466706 -0.7 -1.0 -1.4 0.123
C 10.964647 23.363535 22.356208 1.9 0.9 -1.1 -0.040
C 12.411964 23.488360 22.882046 -0.5 -1.8 0.8 -0.165
O 13.329703 22.572917 22.207090 -1.7 0.3 -0.4 0.048
C 14.512523 22.279840 22.680792 1.5 -0.3 -0.5 -0.623
O 15.183556 21.401914 22.167047 -0.4 0.6 0.7 0.088
O 14.938942 23.098700 23.654188 -0.7 0.2 -0.1 -0.022
C 16.309308 22.911325 24.039044 0.1 -0.9 -0.6 -0.011
H 10.417243 22.758335 22.995889 -1.2 -1.2 1.1 0.043
H 10.972844 22.923708 21.350256 -0.1 0.3 0.2 0.088
H 10.513602 24.363796 22.338643 0.1 -0.3 -0.1 0.083
H 12.465356 23.197795 23.938455 -0.2 0.4 -0.1 0.128
H 12.748079 24.468646 22.772493 0.8 1.6 -0.2 0.098
H 16.604102 23.754288 24.665301 0.0 0.0 -0.4 0.102
H 16.879737 22.766453 23.088948 0.0 0.3 1.1 0.091
H 16.334891 21.994533 24.633698 0.4 0.0 -0.1 0.088
C 21.058704 12.890430 22.395364 1.3 0.2 -2.0 -0.063
C 21.398018 12.979715 23.794130 1.2 0.4 1.0 -0.239
O 20.233623 13.232131 24.599786 0.2 -0.1 0.9 0.032
C 19.818697 12.216039 25.371005 -0.7 -0.5 0.9 -0.601
O 20.135351 11.057519 25.268714 0.3 0.4 -0.2 0.119
O 18.942319 12.663911 26.313105 0.9 0.2 -0.9 -0.054
C 18.357121 11.662775 27.162299 0.1 0.3 0.7 -0.030
H 20.454709 12.053417 22.187702 -0.8 -1.1 -0.5 0.078
H 22.027533 12.823129 21.867181 -0.3 -0.5 0.0 0.107
H 20.664182 13.773584 21.948918 -0.8 0.8 0.1 0.044
H 22.136359 13.786924 23.877906 -0.5 0.3 0.8 0.107
H 21.952553 12.084467 24.078404 -0.5 -0.1 0.5 0.130
H 17.382957 11.439028 26.772106 -0.3 -0.6 -0.4 0.060
H 18.159010 12.122812 28.139481 0.4 0.2 -0.3 0.095
H 19.010219 10.800899 27.304619 -0.2 0.1 -0.3 0.101
```
Forces are in eV/Å.